Record 1
Formula: C29H36Cl5FN3O3RuSb
Source: the OMol25 dataset
Level of theory: ωB97M-V/def2-TZVPD

Output
ΔE to the lowest compared entry with this formula, charge and spin in kJ/mol: 63.63
Molecular weight in g/mol: 893.72
HOMO in eV: -11.87
Total charge: +2

Last column: Mulliken charge in e.
Cartesian coordinates (Å):
Ru -2.1518 1.5711 -0.2399  -0.176
C 2.5654 -0.3362 4.5600  -1.010
C 1.6792 -1.5202 4.2289  -1.036
N 0.9568 -1.3071 2.9435  0.189
C -0.2640 -0.8104 2.9969  -0.569
C -1.0198 -0.4652 1.8672  0.616
C -2.4546 0.0215 2.1749  0.364
O -2.8757 -0.3162 3.2615  -0.675
O -3.0813 0.6514 1.2608  -0.329
C -0.4393 -0.7025 0.6545  0.765
O -1.0695 -0.3434 -0.5109  -0.565
C 0.8562 -1.2871 0.5533  0.908
C 1.4830 -1.4998 -0.6924  0.018
C 2.7509 -1.9730 -0.7339  0.022
F 3.3114 -2.2086 -1.9281  -0.336
C 3.5191 -2.2303 0.4404  -1.743
C 2.9039 -2.0157 1.6528  -0.506
C 1.5715 -1.5606 1.7213  0.363
N 4.8586 -2.6567 0.3930  0.242
C 5.6686 -2.5380 -0.8188  -0.703
C 7.1342 -2.8121 -0.4559  -0.752
N 7.3386 -2.4984 0.9995  -0.158
C 6.6016 -3.4973 1.8640  -0.771
C 5.2624 -3.8093 1.1897  -0.661
H 3.0824 -0.5236 5.5005  0.401
H 1.9721 0.5698 4.6777  0.357
H 3.3093 -0.1493 3.7855  0.326
H 0.9054 -1.6665 4.9791  0.507
H 2.2194 -2.4611 4.1479  0.475
H -0.7291 -0.6653 3.9647  0.559
H 0.9713 -1.2744 -1.6167  0.540
H 3.4750 -2.1475 2.5585  0.810
H 5.5670 -1.5313 -1.2191  0.512
H 5.3868 -3.2485 -1.5995  0.406
H 7.8200 -2.2029 -1.0396  0.392
H 7.4125 -3.8581 -0.5712  0.367
H 6.9734 -1.5638 1.1926  0.380
H 8.3317 -2.4873 1.2350  0.347
H 6.4909 -3.0376 2.8441  0.417
H 7.2404 -4.3743 1.9499  0.385
H 4.5223 -4.0345 1.9520  0.482
H 5.3465 -4.7002 0.5572  0.345
Cl 1.8146 1.5669 0.4428  -0.087
C 0.7589 2.9366 0.7609  1.482
C -0.5944 2.8116 0.4833  -1.921
C -1.3003 3.9794 0.7561  1.866
Cl -3.0441 3.7288 0.4573  -0.170
C -0.8210 5.1755 1.2450  -0.956
Cl -1.8640 6.4996 1.5267  -0.164
C 0.5501 5.2322 1.4999  1.030
Cl 1.2432 6.6764 2.1021  -0.161
C 1.3416 4.1038 1.2558  -0.605
Cl 3.0314 4.1826 1.5761  -0.175
C -7.0532 2.5918 -2.1354  -1.019
C -6.2123 1.7592 -1.1750  -0.824
Sb -4.2809 1.1986 -1.8529  0.751
C -4.6697 -0.4290 -3.1757  -0.825
C -6.0340 -0.4541 -3.8545  -1.230
C -3.7838 2.7836 -3.1991  -0.824
C -4.3276 2.6744 -4.6184  -1.136
H -8.0104 2.8506 -1.6821  0.408
H -7.2660 2.0617 -3.0629  0.199
H -6.5572 3.5280 -2.3951  0.286
H -6.7212 0.8373 -0.8863  0.476
H -6.0400 2.3028 -0.2429  0.424
H -4.5270 -1.3359 -2.5821  0.434
H -3.8671 -0.4193 -3.9188  0.527
H -6.8475 -0.4310 -3.1289  0.304
H -6.1559 -1.3603 -4.4485  0.409
H -6.1651 0.3949 -4.5239  0.242
H -2.6910 2.8534 -3.2128  0.461
H -4.1321 3.6999 -2.7161  0.456
H -4.0020 1.7575 -5.1121  0.300
H -3.9883 3.5091 -5.2331  0.405
H -5.4171 2.6847 -4.6332  0.210
C -1.8137 -1.4367 -1.1371  -1.043
H -1.1897 -2.3287 -1.1467  0.482
H -2.0350 -1.0974 -2.1434  0.183
H -2.7307 -1.5882 -0.5698  0.299

=====

Record 2
Formula: C4H8O3
Source: the OMol25 dataset
Level of theory: ωB97M-V/def2-TZVPD

Output
ΔE to the lowest compared entry with this formula, charge and spin in kJ/mol: 577.01
Molecular weight in g/mol: 104.10
HOMO (spin up / spin down) in eV: -6.66 / -5.94

Last column: natural (NBO) charge in e.
Cartesian coordinates (Å):
C 1.4760 0.0847 0.5064  -0.015
C -0.8535 -0.2505 0.3889  0.733
C 2.4877 0.6434 -0.3638  -0.681
C -2.5263 1.1776 -0.5028  -0.233
O 0.2193 0.4803 0.2757  -0.428
O -0.8374 -1.6180 0.5684  -0.682
O -2.0586 0.3527 0.5321  -0.541
H 1.4318 -0.8031 1.1728  0.172
H 3.4149 0.0435 -0.4542  0.229
H 2.8166 1.7141 -0.1789  0.206
H 2.0868 0.5431 -1.3339  0.213
H -1.7546 2.0383 -0.7619  0.176
H -3.4511 1.5051 -0.3135  0.188
H -2.3656 0.6222 -1.4933  0.169
H -1.6871 -1.8106 0.9064  0.492

=====

Record 3
Formula: C3H5NO2
Source: the OMol25 dataset
Level of theory: ωB97M-V/def2-TZVPD

Output
ΔE to the lowest compared entry with this formula, charge and spin in kJ/mol: 284.37
Molecular weight in g/mol: 87.08
HOMO (spin up / spin down) in eV: -6.94 / -10.53
Multiplicity: 3

Last column: natural (NBO) charge in e.
Cartesian coordinates (Å):
C -0.2786 -1.4101 -0.3245  -0.312
C 0.0075 -0.1306 -0.0417  0.235
C -0.8633 1.0577 -0.0489  -0.694
N 1.3939 -0.0259 0.4584  0.446
O 2.1500 -0.8830 0.1430  -0.406
O 1.6877 0.9885 1.0609  -0.441
H 0.5594 -2.0789 -0.4090  0.232
H -1.3102 -1.7496 -0.4860  0.191
H -1.3831 1.0202 -1.0050  0.235
H -0.3622 1.9340 -0.0826  0.255
H -1.6010 1.2777 0.7353  0.259

=====

Record 4
Formula: C21H42Cl23F3NNbO3PS
Source: the OMol25 dataset
Level of theory: ωB97M-V/def2-TZVPD

Output
ΔE to the lowest compared entry with this formula, charge and spin in kJ/mol: 109.89
Molecular weight in g/mol: 1384.93
HOMO in eV: -5.43
Total charge: -1

Last column: Mulliken charge in e.
Cartesian coordinates (Å):
C 5.0326 2.3285 0.9724  -0.800
C 4.5193 1.9080 -0.4247  -0.686
C 3.2451 1.0161 -0.3429  0.266
C 2.1360 1.5829 -1.2805  -1.228
Nb 0.5867 2.7831 -0.0986  0.358
Cl 1.2770 4.7245 -1.4555  -0.401
C 0.2082 0.8591 1.0449  -0.886
C -1.1107 0.8285 1.8327  -0.067
O -2.2222 1.2816 1.1336  -0.352
C -1.3917 -0.6433 2.2788  0.667
F -1.1309 -1.5518 1.3481  -0.290
F -0.7684 -0.9860 3.3922  -0.290
F -2.6925 -0.8026 2.5495  -0.313
O 2.1029 3.3640 1.3003  -0.522
C 2.4767 4.6088 1.1500  0.776
N 2.7028 5.7170 1.3941  -0.786
O -0.7433 3.8435 1.0422  -0.496
C -1.0762 5.1571 0.6062  -0.111
C -2.2546 5.7488 1.4202  -1.300
P -1.1338 2.2083 -1.9259  0.033
S -2.9357 2.9806 -1.7104  -0.365
H 6.1174 2.4111 1.0212  0.350
H 4.6221 3.2978 1.2425  -0.167
H 4.6668 1.6006 1.7000  0.304
H 5.3101 1.3260 -0.9102  0.438
H 4.3438 2.7868 -1.0487  0.311
H 2.9195 0.9910 0.6966  -0.051
H 3.5373 0.0116 -0.6655  0.413
H 2.6345 2.2372 -1.9967  0.630
H 1.5893 0.7839 -1.8017  0.400
H 0.3188 0.0403 0.3252  0.562
H 1.0354 0.7677 1.7614  0.417
H -0.9570 1.3723 2.7629  0.411
H -2.4423 0.6891 0.4119  0.264
H -0.2203 5.8090 0.8067  0.333
H -1.3817 5.1959 -0.4396  0.275
H -1.8971 6.1489 2.3692  0.333
H -2.6585 6.5762 0.8270  0.394
H -3.0355 4.9972 1.5313  0.152
H -0.6097 2.7054 -3.1525  0.059
H -1.1790 0.7929 -2.0891  -0.007
C -1.8427 -4.3676 2.9399  0.471
Cl -1.0682 -5.5525 1.8745  -0.159
Cl -1.3653 -4.5884 4.6242  -0.174
H -1.5468 -3.3760 2.6222  -0.472
H -2.9173 -4.4816 2.8619  0.315
C -6.6943 3.5270 -0.4975  -0.331
Cl -5.9065 4.0682 0.9907  -0.139
Cl -5.8813 4.1381 -1.9378  -0.113
H -6.6748 2.4431 -0.5255  0.222
H -7.7180 3.8844 -0.4960  0.350
C 5.6657 6.3846 2.3914  0.148
Cl 6.5948 5.1559 1.5248  -0.148
Cl 6.0560 6.4039 4.1197  -0.162
H 5.8968 7.3568 1.9724  0.312
H 4.6080 6.1672 2.2716  -0.115
C 2.4154 -6.4929 1.0344  0.216
Cl 2.3266 -8.2604 0.9206  -0.132
Cl 3.4823 -5.8120 -0.1919  -0.142
H 1.4207 -6.0870 0.8945  -0.288
H 2.7932 -6.2275 2.0149  0.363
C -5.3791 2.1082 -5.8644  -0.424
Cl -4.2294 2.3169 -4.5362  -0.059
Cl -7.0571 2.1884 -5.3011  -0.102
H -5.2211 2.8969 -6.5919  0.254
H -5.2174 1.1394 -6.3244  0.279
C 4.4769 -10.1851 3.4229  0.056
Cl 4.2247 -9.3716 4.9718  -0.157
Cl 6.1356 -10.7757 3.2589  -0.162
H 3.7989 -11.0282 3.3580  0.259
H 4.2757 -9.4818 2.6235  0.001
C 1.4994 -10.5479 -1.9312  0.161
Cl 1.3736 -12.3113 -1.9876  -0.176
Cl 2.5415 -9.9223 -3.2134  -0.157
H 0.5086 -10.1244 -2.0500  0.204
H 1.9172 -10.2583 -0.9749  -0.036
C 4.7800 7.6480 7.6478  -0.190
Cl 5.1892 8.8528 8.8781  -0.168
Cl 5.9105 6.2921 7.6546  -0.152
H 3.7842 7.2710 7.8483  0.281
H 4.8129 8.1203 6.6726  0.220
C -0.4829 -5.0244 -1.7794  0.055
Cl 0.8091 -3.8250 -1.7197  -0.133
Cl 0.1560 -6.6496 -2.0767  -0.080
H -1.0020 -5.0269 -0.8274  0.026
H -1.1658 -4.7671 -2.5797  0.156
C -10.1555 4.7265 -5.4889  -0.257
Cl -8.6227 5.4321 -4.9728  -0.110
Cl -10.3406 3.0490 -4.9509  -0.154
H -10.9621 5.3122 -5.0638  0.272
H -10.2065 4.7498 -6.5713  0.248
C -0.9191 -6.9192 -5.6868  0.038
Cl -1.8369 -8.2047 -6.4808  -0.168
Cl -1.9728 -5.6158 -5.1226  -0.163
H -0.3987 -7.3368 -4.8328  -0.004
H -0.2096 -6.5084 -6.3954  0.286

=====

Record 5
Formula: C2H2FN2O2S
Source: the OMol25 dataset
Level of theory: ωB97M-V/def2-TZVPD

Output
ΔE to the lowest compared entry with this formula, charge and spin in kJ/mol: 0.00
Molecular weight in g/mol: 137.12
HOMO in eV: -3.66
Total charge: -1

Last column: natural (NBO) charge in e.
Cartesian coordinates (Å):
C 7.0296 0.5238 0.3955  0.266
C 5.4559 -1.5889 -0.2211  0.392
N 6.0624 1.1675 0.1947  -0.673
N -7.1039 -0.6095 0.8023  -0.009
O 5.1602 -2.7330 -0.2024  -0.675
O -7.8223 -1.6171 0.6646  -0.253
F 4.1986 -0.6352 -0.6504  -0.654
S 8.3766 -0.1719 0.7601  -0.120
H 5.2407 1.0463 -0.3667  0.463
H -6.6260 -0.4371 -0.1184  0.262

=====

Record 6
Formula: C3H3ClF2O
Source: the OMol25 dataset
Level of theory: ωB97M-V/def2-TZVPD

Output
SMILES: CO/C(F)=C(/F)Cl
ΔE to the lowest compared entry with this formula, charge and spin in kJ/mol: 268.90
Molecular weight in g/mol: 128.50
HOMO (spin up / spin down) in eV: -8.14 / -7.87

Last column: natural (NBO) charge in e.
Cartesian coordinates (Å):
C 1.5362 -0.1073 0.0065  -0.263
O 0.6204 0.9931 0.2649  -0.499
C -0.6116 0.9293 -0.1224  0.615
F -1.2697 2.1078 -0.0579  -0.319
C -1.7644 -0.3746 0.1947  0.145
F -2.7276 -0.4343 -0.6543  -0.304
Cl -1.0895 -1.8485 0.5966  0.004
H 2.6275 0.2078 -0.3582  0.216
H 1.1472 -0.7320 -0.7810  0.199
H 1.5316 -0.7413 0.9112  0.207